# 1
The following is a DFT calculation (ωB97M-V with the def2-TZVPD basis set) of 13 unconnected molecules or ions with the total composition C97H215N13O13 in a non-equilibrium geometry.

* HOMO energy: -7.66 eV
* largest force on an atom: 0.0631 Eh/bohr
* electronic energy: -5514.14141 a.u.
* energy relative to the best compared isomer or geometry (same formula, charge and spin): 84.7 kcal/mol
* Kohn-Sham gap: 8.14 eV

Last column: Löwdin charge in e.
Cartesian coordinates (Å):
C: -12.12 -26.26 10.36  -0.06
C: -11.38 -26.28 11.71  -0.43
C: -11.86 -25.02 12.53  -0.07
C: -13.39 -25.22 13.06  -0.14
C: -13.51 -26.49 13.91  -0.14
C: -12.95 -27.74 13.17  -0.54
N: -11.68 -27.54 12.49  -0.10
O: -11.10 -28.70 11.91  -0.01
C: -12.79 -28.73 14.30  -0.05
C: -14.01 -28.23 12.24  -0.04
C: -9.81 -26.21 11.41  -0.02
H: -13.15 -25.91 10.41  0.06
H: -12.17 -27.18 9.77  0.09
H: -11.65 -25.52 9.72  0.08
H: -11.26 -24.78 13.40  0.10
H: -11.80 -24.10 11.94  0.10
H: -14.12 -25.28 12.25  0.09
H: -13.70 -24.49 13.80  0.08
H: -14.57 -26.61 14.15  0.10
H: -13.10 -26.32 14.91  0.10
H: -12.53 -29.75 14.04  0.08
H: -12.09 -28.37 15.05  0.08
H: -13.73 -28.86 14.83  0.08
H: -13.63 -29.21 11.95  0.09
H: -15.03 -28.34 12.61  0.08
H: -14.15 -27.56 11.39  0.07
H: -9.18 -26.44 12.28  0.07
H: -9.54 -25.25 10.98  0.07
H: -9.55 -26.95 10.65  0.07
H: -10.56 -29.04 12.63  0.10
C: -9.56 -20.99 16.75  0.00
C: -10.28 -20.84 15.38  -0.43
C: -10.65 -19.33 14.99  -0.13
C: -9.47 -18.50 14.54  -0.19
C: -8.93 -19.19 13.31  -0.14
C: -8.42 -20.63 13.54  -0.50
N: -9.42 -21.41 14.34  -0.13
O: -9.24 -22.81 14.33  0.00
C: -8.22 -21.23 12.15  -0.04
C: -7.14 -20.64 14.31  -0.04
C: -11.64 -21.62 15.32  -0.02
H: -8.56 -20.55 16.81  0.07
H: -9.47 -22.06 16.89  0.07
H: -10.20 -20.51 17.49  0.06
H: -11.36 -19.34 14.17  0.11
H: -11.14 -18.83 15.82  0.09
H: -8.67 -18.48 15.28  0.11
H: -9.67 -17.45 14.35  0.11
H: -8.08 -18.61 12.95  0.12
H: -9.72 -19.21 12.56  0.12
H: -9.20 -21.38 11.69  0.08
H: -7.64 -20.67 11.42  0.09
H: -7.79 -22.23 12.16  0.08
H: -6.49 -19.86 13.92  0.09
H: -7.21 -20.42 15.38  0.07
H: -6.56 -21.57 14.25  0.09
H: -11.95 -21.83 14.29  0.08
H: -12.45 -21.05 15.78  0.06
H: -11.57 -22.57 15.84  0.06
H: -8.54 -22.95 14.97  0.08
C: -12.52 -26.81 20.32  -0.03
C: -11.47 -26.89 19.16  -0.46
C: -11.89 -25.87 18.11  -0.15
C: -10.71 -25.65 17.12  -0.15
C: -9.47 -25.06 17.88  -0.13
C: -8.96 -26.13 18.87  -0.45
N: -10.14 -26.56 19.74  -0.09
O: -9.75 -27.56 20.66  -0.02
C: -8.24 -27.30 18.16  -0.02
C: -7.95 -25.46 19.86  -0.04
C: -11.48 -28.30 18.42  -0.02
H: -12.49 -25.84 20.81  0.07
H: -12.26 -27.46 21.16  0.07
H: -13.54 -27.05 20.05  0.07
H: -12.69 -26.27 17.49  0.11
H: -12.17 -24.91 18.55  0.10
H: -11.13 -24.93 16.42  0.09
H: -10.37 -26.53 16.57  0.10
H: -9.81 -24.18 18.41  0.10
H: -8.79 -24.64 17.14  0.11
H: -7.32 -27.63 18.65  0.08
H: -8.87 -28.18 18.01  0.06
H: -7.85 -27.02 17.18  0.08
H: -7.66 -26.09 20.70  0.07
H: -7.02 -25.17 19.38  0.08
H: -8.45 -24.60 20.31  0.07
H: -12.51 -28.50 18.09  0.07
H: -11.25 -29.15 19.06  0.08
H: -10.79 -28.33 17.58  0.05
H: -9.91 -27.17 21.52  0.10
C: -24.16 -25.53 19.03  -0.05
C: -23.10 -24.46 19.11  -0.47
C: -23.38 -23.67 17.85  -0.13
C: -22.56 -22.31 17.81  -0.14
C: -22.81 -21.48 19.13  -0.13
C: -22.59 -22.30 20.43  -0.44
N: -23.34 -23.57 20.28  -0.14
O: -23.42 -24.20 21.48  0.00
C: -21.04 -22.47 20.67  -0.02
C: -23.14 -21.32 21.49  -0.04
C: -21.62 -25.05 19.21  0.00
H: -24.39 -26.05 19.95  0.08
H: -23.95 -26.17 18.17  0.08
H: -25.13 -25.09 18.84  0.08
H: -23.14 -24.26 16.96  0.11
H: -24.43 -23.40 17.84  0.11
H: -22.80 -21.71 16.93  0.10
H: -21.50 -22.55 17.70  0.08
H: -23.81 -21.04 19.14  0.12
H: -22.04 -20.70 19.10  0.08
H: -20.58 -21.59 21.12  0.07
H: -20.84 -23.27 21.38  0.07
H: -20.40 -22.76 19.83  0.04
H: -24.23 -21.25 21.52  0.08
H: -22.78 -21.44 22.51  0.08
H: -22.86 -20.30 21.21  0.06
H: -21.27 -25.19 20.23  0.08
H: -20.85 -24.55 18.61  0.04
H: -21.72 -26.08 18.88  0.06
H: -24.37 -24.34 21.56  0.11
C: -14.48 -15.48 12.77  -0.04
C: -15.12 -15.48 14.17  -0.47
C: -16.62 -16.07 14.02  -0.11
C: -17.19 -16.74 15.26  -0.18
C: -16.12 -17.64 15.97  -0.11
C: -14.70 -17.05 16.25  -0.49
N: -14.30 -16.26 15.08  -0.13
O: -12.97 -15.92 15.02  0.00
C: -14.72 -16.17 17.52  -0.03
C: -13.79 -18.22 16.52  -0.05
C: -15.24 -14.06 14.75  -0.04
H: -14.35 -16.50 12.39  0.08
H: -13.53 -14.95 12.73  0.08
H: -15.08 -14.97 12.02  0.08
H: -17.34 -15.42 13.51  0.12
H: -16.49 -16.94 13.38  0.09
H: -17.93 -17.42 14.85  0.09
H: -17.70 -16.05 15.93  0.11
H: -16.06 -18.58 15.42  0.11
H: -16.71 -17.95 16.83  0.09
H: -15.09 -16.61 18.45  0.08
H: -13.76 -15.69 17.68  0.08
H: -15.37 -15.30 17.41  0.07
H: -12.85 -17.80 16.89  0.08
H: -14.23 -18.92 17.23  0.08
H: -13.68 -18.73 15.57  0.08
H: -14.32 -13.64 15.17  0.08
H: -15.97 -14.01 15.55  0.07
H: -15.42 -13.34 13.94  0.08
H: -12.55 -16.67 14.60  0.09
C: -8.98 -19.25 22.81  -0.04
C: -9.93 -20.46 22.44  -0.43
C: -10.97 -20.46 23.58  -0.14
C: -12.23 -21.33 23.27  -0.17
C: -12.83 -20.74 22.00  -0.13
C: -11.89 -20.73 20.70  -0.47
N: -10.63 -20.08 21.12  -0.08
O: -9.66 -20.01 20.06  -0.03
C: -11.70 -22.13 20.12  -0.01
C: -12.57 -19.82 19.66  -0.04
C: -9.15 -21.83 22.35  -0.02
H: -9.43 -18.33 22.47  0.08
H: -8.03 -19.34 22.29  0.07
H: -8.71 -19.13 23.86  0.08
H: -10.52 -20.81 24.51  0.11
H: -11.28 -19.43 23.77  0.11
H: -13.06 -21.32 23.97  0.11
H: -11.89 -22.36 23.17  0.10
H: -13.19 -19.73 22.21  0.11
H: -13.75 -21.28 21.80  0.09
H: -11.07 -22.74 20.77  0.06
H: -12.62 -22.68 19.93  0.07
H: -11.22 -21.98 19.15  0.07
H: -11.96 -19.57 18.79  0.06
H: -13.52 -20.23 19.31  0.07
H: -12.80 -18.84 20.06  0.08
H: -9.81 -22.69 22.31  0.05
H: -8.47 -21.94 23.20  0.08
H: -8.71 -21.89 21.35  0.07
H: -9.58 -19.06 19.90  0.10
C: -15.40 -20.97 7.11  -0.03
C: -16.13 -20.81 8.44  -0.52
C: -16.79 -22.13 8.65  -0.15
C: -17.26 -22.49 10.06  -0.17
C: -16.13 -22.27 11.11  -0.11
C: -15.44 -20.88 10.93  -0.44
N: -15.13 -20.55 9.50  -0.12
O: -14.32 -19.40 9.36  -0.01
C: -16.27 -19.76 11.58  -0.02
C: -14.05 -21.08 11.60  -0.03
C: -17.15 -19.70 8.36  -0.03
H: -14.67 -20.19 6.88  0.08
H: -16.14 -20.97 6.31  0.08
H: -14.91 -21.93 6.98  0.08
H: -17.70 -22.24 8.05  0.13
H: -16.16 -23.00 8.45  0.12
H: -17.62 -23.52 10.05  0.08
H: -18.07 -21.87 10.44  0.10
H: -15.54 -23.19 11.05  0.11
H: -16.61 -22.20 12.09  0.09
H: -17.19 -19.53 11.04  0.07
H: -16.48 -19.91 12.64  0.07
H: -15.69 -18.84 11.60  0.07
H: -13.35 -20.25 11.53  0.07
H: -14.08 -21.21 12.68  0.06
H: -13.59 -22.02 11.29  0.07
H: -16.64 -18.74 8.39  0.09
H: -17.90 -19.58 9.15  0.07
H: -17.73 -19.76 7.44  0.08
H: -13.57 -19.89 9.03  0.10
C: -19.11 -22.99 14.05  -0.04
C: -19.86 -24.11 13.39  -0.48
C: -20.70 -23.36 12.26  -0.11
C: -21.50 -24.29 11.28  -0.17
C: -20.48 -25.09 10.53  -0.14
C: -19.52 -25.90 11.55  -0.42
N: -18.98 -25.02 12.66  -0.10
O: -18.06 -25.71 13.44  0.00
C: -20.31 -27.10 12.10  -0.02
C: -18.38 -26.40 10.60  -0.03
C: -20.84 -24.73 14.40  -0.02
H: -19.81 -22.26 14.47  0.08
H: -18.42 -22.47 13.39  0.07
H: -18.49 -23.36 14.86  0.06
H: -21.36 -22.63 12.74  0.11
H: -19.95 -22.75 11.75  0.10
H: -22.14 -23.81 10.54  0.11
H: -22.01 -24.95 11.98  0.08
H: -19.96 -24.41 9.85  0.11
H: -20.97 -25.87 9.93  0.12
H: -21.38 -26.91 12.17  0.08
H: -20.22 -27.97 11.45  0.09
H: -20.00 -27.39 13.11  0.06
H: -18.78 -26.99 9.77  0.08
H: -17.87 -25.63 10.03  0.06
H: -17.71 -27.01 11.20  0.08
H: -20.45 -25.69 14.74  0.07
H: -21.79 -24.88 13.89  0.07
H: -21.10 -24.13 15.28  0.07
H: -18.57 -26.50 13.61  0.05
C: -15.41 -22.38 15.42  -0.03
C: -15.68 -23.00 16.79  -0.46
C: -16.34 -21.91 17.67  -0.11
C: -17.03 -22.49 18.92  -0.17
C: -18.06 -23.57 18.51  -0.12
C: -17.45 -24.69 17.64  -0.46
N: -16.57 -24.16 16.59  -0.10
O: -16.08 -25.12 15.69  0.00
C: -16.62 -25.58 18.58  -0.02
C: -18.64 -25.49 17.07  -0.02
C: -14.34 -23.39 17.50  -0.01
H: -16.37 -22.20 14.94  0.07
H: -14.88 -22.95 14.66  0.06
H: -14.99 -21.37 15.44  0.07
H: -15.65 -21.13 18.02  0.11
H: -17.16 -21.48 17.10  0.11
H: -17.51 -21.64 19.41  0.10
H: -16.31 -22.75 19.69  0.07
H: -18.88 -23.04 18.02  0.10
H: -18.55 -24.10 19.32  0.10
H: -15.94 -24.99 19.19  0.06
H: -17.23 -26.18 19.25  0.07
H: -16.02 -26.36 18.10  0.08
H: -18.35 -26.30 16.40  0.06
H: -19.36 -25.82 17.82  0.07
H: -19.24 -24.83 16.45  0.05
H: -14.58 -23.38 18.57  0.06
H: -13.62 -22.58 17.36  0.06
H: -13.77 -24.23 17.10  0.07
H: -16.36 -24.79 14.84  0.07
C: -17.53 -28.95 15.56  -0.05
C: -18.57 -30.06 15.86  -0.37
C: -20.12 -29.67 15.69  -0.18
O: -20.32 -28.50 16.44  -0.19
C: -21.69 -28.17 16.55  -0.10
N: -18.23 -31.24 15.04  0.02
H: -17.71 -28.53 14.57  0.07
H: -16.45 -29.04 15.69  0.07
H: -17.64 -28.15 16.29  0.04
H: -18.49 -30.35 16.91  0.12
H: -20.63 -30.59 15.99  0.12
H: -20.35 -29.50 14.64  0.11
H: -22.18 -28.19 15.58  0.09
H: -21.76 -27.13 16.88  0.06
H: -22.20 -28.83 17.26  0.09
H: -18.86 -32.02 15.19  0.06
H: -17.32 -31.67 15.15  0.06
C: -15.19 -23.93 22.26  -0.03
C: -16.49 -23.98 23.13  -0.45
C: -17.76 -23.86 22.31  -0.16
O: -18.94 -23.64 23.14  -0.19
C: -18.98 -22.46 23.81  -0.16
N: -16.54 -25.19 23.84  0.04
H: -15.23 -23.22 21.44  0.05
H: -14.99 -24.88 21.76  0.07
H: -14.39 -23.71 22.97  0.07
H: -16.40 -23.15 23.84  0.13
H: -17.87 -24.70 21.64  0.13
H: -17.60 -22.97 21.71  0.10
H: -18.44 -21.63 23.35  0.09
H: -18.63 -22.66 24.82  0.09
H: -19.98 -22.01 23.90  0.08
H: -17.47 -25.28 24.21  0.07
H: -16.49 -25.97 23.20  0.03
C: -18.78 -29.57 22.07  -0.07
C: -17.29 -29.33 22.26  -0.41
C: -16.65 -28.98 20.91  -0.20
O: -16.66 -30.19 20.16  -0.18
C: -15.94 -30.04 18.95  -0.10
N: -17.17 -28.13 23.05  0.02
H: -18.90 -30.46 21.44  0.08
H: -19.43 -28.84 21.59  0.08
H: -19.25 -29.78 23.03  0.08
H: -16.84 -30.21 22.73  0.15
H: -15.67 -28.55 21.11  0.11
H: -17.18 -28.19 20.38  0.11
H: -16.30 -29.23 18.31  0.07
H: -15.97 -30.96 18.37  0.09
H: -14.89 -29.90 19.18  0.08
H: -16.46 -28.16 23.77  0.08
H: -18.00 -27.87 23.55  0.07
C: -20.70 -16.94 18.44  -0.05
C: -20.40 -18.43 18.75  -0.41
C: -19.04 -18.96 18.18  -0.17
O: -18.95 -18.79 16.77  -0.24
C: -19.74 -19.64 15.89  -0.05
N: -20.40 -18.58 20.21  0.03
H: -20.48 -16.76 17.39  0.07
H: -20.20 -16.25 19.11  0.07
H: -21.75 -16.75 18.67  0.07
H: -21.21 -19.06 18.37  0.11
H: -18.93 -20.03 18.39  0.10
H: -18.28 -18.45 18.76  0.12
H: -20.77 -19.29 15.88  0.09
H: -19.60 -20.65 16.26  0.07
H: -19.28 -19.58 14.90  0.08
H: -21.27 -18.57 20.72  0.06
H: -19.82 -17.86 20.61  0.07


# 2
The following is a DFT calculation (ωB97M-V with the def2-TZVPD basis set) of a molecular structure, C19H40IrN3S4SbSi3 in a non-equilibrium geometry.

* HOMO energy (spin up / spin down): -7.12 / -7.03 eV
* largest force on an atom: 0.0492 Eh/bohr
* electronic energy: -3718.11504 a.u.
* Kohn-Sham gap (spin up / spin down): 5.24 / 4.99 eV
* spin multiplicity: 2

Last column: Löwdin charge in e.
Cartesian coordinates (Å):
Ir: -1.66 -1.16 0.37  0.62
S: -3.41 -1.58 4.17  -0.34
Sb: -4.50 -1.46 2.12  0.26
S: -3.29 0.42 1.02  -0.09
S: -3.11 -3.05 0.85  -0.04
C: -3.38 -2.14 -2.49  -0.21
Si: -1.47 -2.35 -2.62  0.42
C: -1.08 -2.29 -4.49  -0.18
C: -0.99 -4.10 -2.01  -0.19
C: -0.57 -0.98 -1.63  -0.54
Si: -0.83 0.77 -2.33  0.44
C: -2.61 1.13 -2.90  -0.17
C: 0.34 1.05 -3.83  -0.16
C: -0.46 2.11 -1.02  -0.19
Si: 1.19 -1.34 -1.01  0.51
C: 2.22 0.19 -0.47  -0.16
C: 2.23 -2.36 -2.24  -0.16
C: 1.12 -2.29 0.67  -0.30
C: 2.08 -3.21 1.08  -0.06
C: 1.98 -3.79 2.34  -0.04
C: 0.92 -3.43 3.16  -0.03
C: 0.02 -2.49 2.69  -0.13
N: 0.12 -1.94 1.49  -0.08
H: -3.85 -3.10 -2.35  0.02
H: -3.81 -1.69 -3.38  0.02
H: -3.64 -1.51 -1.64  -0.04
H: -1.48 -3.17 -4.98  0.03
H: -0.01 -2.27 -4.69  0.02
H: -1.53 -1.42 -4.96  0.02
H: -1.84 -4.77 -2.07  0.03
H: -0.67 -4.10 -0.97  0.00
H: -0.20 -4.54 -2.61  0.02
H: -2.98 0.46 -3.66  0.01
H: -2.68 2.14 -3.30  0.03
H: -3.29 1.07 -2.05  0.00
H: 0.06 0.41 -4.66  0.01
H: 1.38 0.84 -3.59  0.02
H: 0.27 2.08 -4.17  0.03
H: -0.65 1.73 -0.02  -0.07
H: -1.12 2.97 -1.17  0.03
H: 0.56 2.46 -1.05  0.02
H: 2.42 0.86 -1.29  0.02
H: 3.18 -0.13 -0.05  0.03
H: 1.69 0.74 0.29  0.00
H: 2.19 -1.91 -3.23  0.02
H: 1.84 -3.37 -2.33  0.02
H: 3.28 -2.42 -1.95  0.03
H: 2.90 -3.45 0.43  0.10
H: 2.72 -4.51 2.67  0.11
H: 0.81 -3.86 4.14  0.11
H: -0.80 -2.17 3.31  0.05
C: 0.56 5.07 3.41  -0.06
N: 0.01 3.95 2.68  -0.22
C: -1.36 4.15 2.27  -0.10
C: 0.54 2.70 2.75  -0.75
S: -0.45 1.36 2.61  0.66
N: 1.88 2.57 2.96  -0.22
C: 2.40 1.27 3.32  -0.11
C: 2.86 3.42 2.33  -0.06
H: -0.22 5.47 4.07  0.09
H: 0.87 5.88 2.74  0.09
H: 1.40 4.76 4.03  0.09
H: -1.42 5.11 1.76  0.09
H: -2.03 4.16 3.13  0.10
H: -1.67 3.35 1.60  0.03
H: 1.63 0.69 3.83  0.04
H: 3.25 1.40 3.99  0.09
H: 2.73 0.71 2.44  0.07
H: 2.39 4.26 1.83  0.08
H: 3.43 2.85 1.59  0.09
H: 3.57 3.80 3.08  0.09